# C23H41F5OP2ScTe

A structure of composition C23H41F5OP2ScTe (ωB97M-V/def2-TZVPD, OMol25).

Computed properties:
energy above the lowest of the compared OMol25 structures with the same formula, charge and spin = 0.00 kJ/mol
E_LUMO = -4.85 eV
HOMO = -11.13 eV
total charge = +1
HOMO-LUMO gap = 6.278 eV

Last column: Löwdin charge in e.
Atoms and positions in Å:
1 Sc -0.083 -1.333 1.253  0.759
2 C 1.571 -2.936 1.837  -0.295
3 C 1.766 -1.730 2.601  -0.310
4 C -0.201 -2.740 3.322  -0.257
5 C 0.363 -3.557 2.296  -0.256
6 C 0.655 -1.604 3.509  -0.291
7 C 2.493 -3.507 0.825  -0.033
8 H 3.103 -2.730 0.344  0.075
9 H 1.938 -4.029 0.038  0.081
10 H 3.176 -4.235 1.286  0.105
11 C -0.185 -4.863 1.860  -0.006
12 H 0.349 -5.249 0.991  0.082
13 H -1.240 -4.767 1.595  0.064
14 H -0.120 -5.607 2.669  0.108
15 C -1.423 -3.067 4.086  -0.009
16 H -1.247 -3.879 4.804  0.107
17 H -2.223 -3.389 3.411  0.065
18 H -1.788 -2.196 4.637  0.084
19 C 0.446 -0.548 4.527  -0.031
20 H 0.843 -0.859 5.505  0.105
21 H -0.622 -0.335 4.658  0.082
22 H 0.938 0.389 4.244  0.074
23 C 2.937 -0.813 2.527  -0.030
24 H 3.694 -1.095 3.275  0.105
25 H 2.649 0.228 2.729  0.074
26 H 3.415 -0.847 1.543  0.068
27 C 0.225 1.995 -3.889  -0.122
28 C 1.569 1.948 -3.799  -0.140
29 C 2.452 3.129 -3.543  -0.176
30 C 1.828 4.232 -2.650  -0.178
31 C 0.925 3.748 -1.558  -0.117
32 C -0.425 3.774 -1.613  -0.157
33 C -1.222 3.880 -2.870  -0.174
34 C -0.572 3.239 -4.125  -0.171
35 H 2.773 3.590 -4.498  0.129
36 H 1.347 4.983 -3.291  0.113
37 H 3.383 2.781 -3.064  0.113
38 H 0.003 4.011 -4.663  0.116
39 H -0.348 1.075 -4.012  0.076
40 H 2.099 1.039 -4.112  0.116
41 H -1.399 2.965 -4.801  0.121
42 H -2.205 3.411 -2.709  0.111
43 H -1.035 3.858 -0.705  0.093
44 H -1.438 4.941 -3.092  0.128
45 H 2.667 4.751 -2.166  0.119
46 H 1.460 3.482 -0.636  0.099
47 P 0.080 -0.749 -1.291  0.817
48 C -0.565 -1.361 -2.839  -0.225
49 C 1.794 -0.190 -1.467  -0.243
50 P -0.924 1.146 0.954  0.838
51 C -0.830 0.831 -0.911  -0.460
52 C 0.121 2.541 1.460  -0.254
53 C -2.595 1.746 1.242  -0.233
54 H -1.491 -1.915 -2.643  0.040
55 H 0.170 -2.035 -3.285  0.067
56 H -0.781 -0.540 -3.528  0.029
57 H 1.849 0.775 -1.985  0.008
58 H 2.334 -0.944 -2.062  0.069
59 H 2.295 -0.084 -0.496  0.036
60 H -2.849 2.532 0.517  0.062
61 H -2.641 2.155 2.257  0.062
62 H -3.310 0.920 1.167  0.033
63 H -1.853 0.783 -1.322  0.070
64 H -0.269 1.611 -1.434  0.002
65 H -0.199 2.841 2.471  0.065
66 H 0.037 3.399 0.786  0.011
67 H 1.172 2.222 1.516  0.044
68 F -3.371 -3.930 1.559  -0.356
69 Te -3.563 -2.460 0.321  1.951
70 F -3.671 -1.003 -0.929  -0.365
71 F -5.265 -3.164 -0.258  -0.331
72 F -2.598 -3.516 -0.968  -0.361
73 F -4.418 -1.449 1.697  -0.354
74 O -1.947 -1.699 0.893  -0.641

***

# C23H41IIrP2

A structure of composition C23H41IIrP2 (ωB97M-V/def2-TZVPD, OMol25).

Computed properties:
energy above the lowest of the compared OMol25 structures with the same formula, charge and spin = 69.29 kJ/mol
E_LUMO (alpha / beta) = -2.47 / -3.55 eV
spin multiplicity = 5
HOMO (alpha / beta) = -8.73 / -9.91 eV
total charge = +1
HOMO-LUMO gap (alpha / beta) = 6.263 / 6.365 eV

Last column: natural (NBO) charge in e.
Atoms and positions in Å:
1 Ir 1.588 -1.984 0.192  0.318
2 C -0.713 -0.877 2.509  0.051
3 C -0.402 -1.935 1.612  -0.108
4 C 1.339 -1.656 3.188  0.102
5 C 0.377 -0.682 3.404  -0.098
6 C 0.950 -2.502 2.044  -0.200
7 C -2.075 -0.358 2.819  -0.663
8 H -2.851 -0.765 2.170  0.212
9 H -2.131 0.732 2.756  0.229
10 H -2.347 -0.616 3.853  0.239
11 C 0.381 0.236 4.585  -0.641
12 H -0.265 1.104 4.427  0.216
13 H 1.399 0.589 4.766  0.226
14 H 0.045 -0.259 5.507  0.225
15 C 2.442 -1.982 4.105  -0.676
16 H 2.101 -2.547 4.982  0.233
17 H 2.915 -1.067 4.466  0.234
18 H 3.178 -2.586 3.580  0.233
19 C 1.217 -3.946 1.899  -0.652
20 H 0.521 -4.559 2.463  0.245
21 H 2.226 -4.173 2.230  0.246
22 H 1.122 -4.203 0.828  0.216
23 C -1.422 -2.801 0.973  -0.647
24 H -1.585 -3.694 1.604  0.218
25 H -1.111 -3.117 -0.034  0.208
26 H -2.369 -2.254 0.895  0.216
27 C -1.142 3.142 0.482  -0.273
28 C -2.457 2.742 0.769  -0.095
29 C -3.241 2.066 -0.259  -0.471
30 C -2.548 0.810 -0.735  -0.378
31 C -1.129 1.136 -1.242  -0.585
32 C -0.346 2.076 -0.281  -0.202
33 C 0.562 3.130 -0.906  -0.419
34 C -0.561 4.148 -0.716  -0.377
35 H -3.305 2.735 -1.160  0.200
36 H -3.156 0.288 -1.482  0.216
37 H -4.247 1.860 0.112  0.239
38 H -1.293 4.134 -1.529  0.193
39 H -0.565 3.403 1.380  0.229
40 H -2.861 2.938 1.762  0.207
41 H -0.254 5.160 -0.442  0.227
42 H 1.417 3.246 -0.229  0.230
43 H 0.204 1.433 0.439  0.238
44 H 0.917 2.999 -1.930  0.180
45 H -2.449 0.097 0.108  0.223
46 H -0.597 0.159 -0.941  0.292
47 P -0.470 0.844 -2.942  1.594
48 C -0.561 2.475 -3.834  -0.953
49 C -1.356 -0.210 -4.136  -0.955
50 P 1.916 -0.891 -1.612  0.985
51 C 1.246 0.410 -2.882  -1.110
52 C 1.427 -2.428 -2.476  -0.975
53 C 3.655 -0.384 -2.053  -0.951
54 H 0.306 3.121 -3.656  0.258
55 H -1.463 3.024 -3.528  0.259
56 H -0.638 2.333 -4.920  0.252
57 H -1.096 0.075 -5.174  0.279
58 H -2.442 -0.052 -4.028  0.275
59 H -1.124 -1.275 -3.986  0.263
60 H 3.696 0.067 -3.054  0.218
61 H 4.304 -1.262 -2.000  0.263
62 H 3.963 0.371 -1.314  0.271
63 H 1.817 1.354 -2.760  0.292
64 H 1.521 0.029 -3.894  0.277
65 H 1.864 -3.281 -1.938  0.270
66 H 1.830 -2.322 -3.483  0.238
67 H 0.333 -2.525 -2.501  0.241
68 I 3.794 -1.271 1.149  -0.346

***

# C23H42BrCl22IN3OS

A cluster of 12 separate species, C23H42BrCl22IN3OS in total (ωB97M-V/def2-TZVPD, OMol25).

Computed properties:
E_LUMO = -3.65 eV
HOMO = -11.53 eV
total charge = +1
HOMO-LUMO gap = 7.882 eV

Last column: Löwdin charge in e.
Atoms and positions in Å:
1 C -1.844 -2.994 2.926  -0.015
2 C -1.175 -1.537 3.264  -0.259
3 O -0.231 -1.505 4.245  -0.030
4 N -1.455 -0.225 2.568  -0.057
5 C -0.848 -0.143 1.186  -0.077
6 C -2.915 0.168 2.600  -0.022
7 N -4.179 -0.593 2.928  0.122
8 C -5.462 0.238 2.812  -0.085
9 C -6.970 -0.336 3.120  -0.252
10 C -8.055 -0.106 1.912  -0.712
11 C -9.561 -0.369 2.589  -0.155
12 I -7.736 -1.494 0.199  0.738
13 C -4.986 1.744 2.364  -0.443
14 Br -6.145 3.345 2.051  0.724
15 N -3.465 1.570 2.272  -0.051
16 C -2.640 2.767 1.854  -0.164
17 C -1.710 3.417 3.036  -0.245
18 C -2.255 3.175 4.563  -0.510
19 S -1.005 2.083 5.499  0.613
20 H -2.741 -2.817 2.163  0.095
21 H -2.257 -3.423 3.952  0.121
22 H -1.057 -3.755 2.492  0.043
23 H -0.054 -1.033 1.122  0.053
24 H -0.186 0.847 1.162  0.054
25 H -1.612 -0.183 0.300  0.119
26 H -4.232 -1.589 3.235  0.132
27 H -6.865 -1.490 3.406  0.124
28 H -7.376 0.239 4.063  0.071
29 H -8.090 0.983 1.478  0.063
30 H -9.525 -0.276 3.759  0.072
31 H -10.340 0.421 2.194  0.096
32 H -9.893 -1.489 2.352  0.056
33 H -1.923 2.430 0.961  0.135
34 H -3.292 3.648 1.410  0.117
35 H -1.623 4.588 2.828  0.137
36 H -0.635 2.912 2.968  -0.034
37 H -3.355 2.786 4.646  0.074
38 H -2.231 4.220 5.130  0.089
39 H -0.010 1.609 4.622  -0.167
40 C 2.101 4.007 2.764  -0.950
41 Cl 1.357 2.442 2.414  0.591
42 Cl 2.293 4.965 1.291  0.550
43 H 1.466 4.555 3.464  0.039
44 H 3.085 3.842 3.211  0.044
45 C 4.390 1.856 0.273  -1.037
46 Cl 4.025 1.126 -1.295  0.507
47 Cl 5.698 3.038 0.136  0.516
48 H 3.496 2.357 0.650  -0.049
49 H 4.693 1.070 0.970  0.034
50 C 1.886 -1.752 -2.922  -1.049
51 Cl 0.272 -1.630 -2.213  0.490
52 Cl 1.805 -2.310 -4.598  0.520
53 H 2.361 -0.768 -2.898  -0.006
54 H 2.478 -2.462 -2.339  0.019
55 C 7.006 -0.935 -3.257  -1.020
56 Cl 5.824 -2.212 -2.944  0.494
57 Cl 6.225 0.508 -3.914  0.522
58 H 7.506 -0.675 -2.321  0.029
59 H 7.741 -1.301 -3.979  0.032
60 C -9.849 -4.904 0.247  -1.045
61 Cl -9.696 -4.543 1.971  0.477
62 Cl -11.219 -4.042 -0.464  0.499
63 H -8.933 -4.598 -0.264  -0.002
64 H -10.001 -5.978 0.121  0.032
65 C 6.874 2.367 -7.023  -1.026
66 Cl 5.523 2.763 -8.092  0.519
67 Cl 8.318 1.947 -7.952  0.549
68 H 7.095 3.233 -6.394  0.036
69 H 6.594 1.517 -6.396  -0.036
70 C 11.244 3.987 -8.789  -1.048
71 Cl 12.520 2.858 -9.258  0.498
72 Cl 11.816 5.118 -7.556  0.495
73 H 10.926 4.551 -9.669  0.032
74 H 10.398 3.422 -8.389  -0.056
75 C 2.527 1.867 -10.507  -1.043
76 Cl 1.344 0.590 -10.193  0.495
77 Cl 1.745 3.310 -11.163  0.498
78 H 3.026 2.127 -9.571  -0.013
79 H 3.262 1.501 -11.228  0.032
80 C 8.293 -4.919 -0.948  -1.027
81 Cl 8.684 -4.837 0.774  0.502
82 Cl 9.082 -3.614 -1.843  0.503
83 H 8.634 -5.878 -1.345  0.032
84 H 7.211 -4.832 -1.072  0.020
85 C 1.822 -3.510 2.913  -0.990
86 Cl 1.078 -5.075 2.563  0.550
87 Cl 2.013 -2.552 1.439  0.539
88 H 1.186 -2.963 3.613  -0.008
89 H 2.805 -3.676 3.360  0.039
90 C -5.901 -1.674 6.510  -1.011
91 Cl -7.535 -1.049 6.257  0.556
92 Cl -5.860 -3.434 6.341  0.516
93 H -5.231 -1.231 5.769  0.005
94 H -5.569 -1.406 7.516  0.037

***

| no. | E (a.u.) |
| --- | --- |
| 1 | -3186.84398 |
| 2 | -1985.24292 |
| 3 | -14534.57024 |